Molecular formula: C36H64GaN5O2PS3Si
Method: DFT, ωB97M-V/def2-TZVPD

```
113
C36H64GaN5O2PS3Si ωB97M-V/def2-TZVPD
Ga 0.09 0.25 0.07
O 0.79 -0.04 1.87
S 2.04 -0.55 2.63
C 1.91 0.26 4.25
C 1.91 1.78 4.31
C 0.65 2.43 3.72
C 0.97 3.47 2.65
S -0.33 3.51 1.41
O -0.20 2.14 0.70
C 0.31 4.74 0.32
C -0.53 5.81 0.07
C -0.10 6.82 -0.78
C 1.15 6.74 -1.37
C 1.98 5.65 -1.12
C 1.57 4.64 -0.27
C 3.46 0.30 1.98
C 3.35 1.30 1.03
C 4.51 1.90 0.55
C 5.75 1.50 1.03
C 5.84 0.49 1.98
C 4.69 -0.12 2.45
H 2.77 -0.16 4.78
H 1.02 -0.17 4.71
H 2.81 2.15 3.80
H 2.04 2.05 5.35
H 0.06 2.89 4.51
H 0.02 1.66 3.28
H 1.90 3.25 2.12
H 1.04 4.49 3.05
H -1.51 5.86 0.52
H -0.74 7.67 -0.98
H 1.49 7.53 -2.03
H 2.96 5.60 -1.58
H 2.21 3.79 -0.07
H 2.38 1.61 0.66
H 4.44 2.69 -0.19
H 6.65 1.98 0.66
H 6.81 0.18 2.35
H 4.77 -0.93 3.17
C -3.98 -3.98 4.00
N -2.52 -3.65 4.39
C -1.62 -4.76 3.80
N -1.81 -4.86 2.40
C -3.21 -5.15 2.09
N -4.10 -4.10 2.60
C -3.93 -2.84 1.89
P -2.22 -2.12 2.04
C -2.11 -2.29 3.90
C -1.31 -3.70 1.66
H -4.60 -3.17 4.40
H -4.22 -4.92 4.50
H -2.44 -3.68 5.41
H -1.91 -5.68 4.30
H -0.59 -4.50 4.05
H -3.49 -6.10 2.55
H -3.34 -5.24 1.02
H -4.66 -2.11 2.25
H -4.15 -3.00 0.83
H -2.75 -1.56 4.38
H -1.08 -2.12 4.23
H -0.24 -3.57 1.85
H -1.41 -3.90 0.59
C -0.62 1.80 -4.47
C -0.39 1.82 -2.94
C 1.13 1.85 -2.67
C -1.00 3.13 -2.42
Si -1.20 0.27 -2.15
C -3.04 0.48 -1.65
C -3.82 1.04 -2.86
C -3.68 -0.86 -1.27
C -3.22 1.44 -0.47
C -0.81 -1.36 -3.07
C -1.02 -2.61 -2.19
C -1.73 -1.49 -4.30
C 0.65 -1.38 -3.57
H -0.23 2.73 -4.89
H -1.68 1.77 -4.71
H -0.12 0.98 -4.98
H 1.55 2.77 -3.10
H 1.65 1.01 -3.11
H 1.36 1.88 -1.60
H -0.42 3.97 -2.81
H -0.98 3.19 -1.33
H -2.02 3.27 -2.75
H -3.74 0.39 -3.74
H -3.50 2.04 -3.15
H -4.87 1.10 -2.59
H -3.76 -1.54 -2.11
H -4.69 -0.67 -0.90
H -3.12 -1.36 -0.47
H -2.96 2.47 -0.72
H -2.63 1.15 0.41
H -4.27 1.44 -0.17
H -2.06 -2.75 -1.91
H -0.41 -2.57 -1.28
H -0.72 -3.49 -2.76
H -2.77 -1.62 -4.03
H -1.43 -2.38 -4.86
H -1.65 -0.64 -4.98
H 1.36 -1.22 -2.75
H 0.84 -0.63 -4.34
H 0.86 -2.36 -4.01
C 3.94 -3.89 -2.99
N 3.03 -3.44 -1.95
C 3.12 -2.27 -1.34
N 4.07 -1.41 -1.70
S 2.01 -1.86 -0.09
H 3.60 -4.86 -3.35
H 4.95 -4.01 -2.61
H 3.94 -3.20 -3.83
H 2.31 -4.05 -1.62
H 4.78 -1.65 -2.38
H 4.16 -0.55 -1.19
```

Net charge: +3
Strongest force on any atom (eV/Å): 0.3
E_HOMO (eV): -15.5
Total energy (eV): -151942.6201
Frontier orbital gap (eV): 8.6
Multiplicity: 1